(1)
67
Properties=species:S:1:pos:R:3:forces:R:3 method="wB97M-V/def2-TZVPD" homo_ev=-8.428 orbital_gap_ev=7.87 mol_weight_g_mol=1585.0
C 1.5695 0.3560 3.3439 -0.4 0.2 0.4
C 1.0731 -1.0269 3.0619 0.7 -0.5 0.0
O 1.8064 -1.9545 2.8373 -0.4 0.3 -0.1
O -0.2951 -1.1608 3.0599 -0.1 0.5 -0.3
C -0.7996 -1.7557 1.8530 0.1 -0.3 0.1
C -0.5961 -0.8496 0.6610 0.1 0.0 0.0
C -0.6182 0.4999 0.8395 0.0 0.0 0.1
C -0.3575 1.3811 -0.2200 0.0 0.1 -0.2
N -0.3697 2.7218 0.0127 0.0 -0.1 0.0
C -0.0715 3.4844 -0.9959 0.1 -0.1 -0.1
C 0.2581 2.9681 -2.2866 -0.1 0.0 0.0
C 0.6615 3.9158 -3.3768 0.3 0.1 0.1
C 2.1496 4.3001 -3.2549 -0.3 -0.6 0.2
C 3.0600 3.1440 -3.6216 0.2 -0.1 0.2
O 4.3742 3.6613 -3.7905 -0.1 0.0 0.0
N 0.2424 1.6862 -2.5332 0.0 0.0 0.1
C -0.0713 0.8527 -1.4970 0.0 0.2 0.1
C -0.0942 -0.5429 -1.6985 0.0 0.0 -0.3
C 0.1645 -1.0999 -3.0680 -0.3 0.3 0.0
O 1.3250 -1.9144 -3.1751 0.1 -0.1 0.0
O 2.4270 -1.2113 -2.5993 -0.1 0.1 0.0
C -0.3576 -1.3860 -0.6408 0.0 -0.2 0.2
N -0.3321 -2.7636 -0.8219 -0.3 0.1 0.1
H 2.2861 0.3470 4.1627 0.1 -0.1 -0.1
H 0.7630 1.0430 3.5880 0.0 0.0 0.0
H 2.0652 0.7104 2.4428 0.1 0.0 0.0
H -1.8612 -1.9167 2.0340 0.0 -0.1 0.1
H -0.2950 -2.7110 1.7113 0.0 -0.1 0.0
H -0.8161 0.9259 1.8129 0.0 0.0 0.0
H -0.0670 4.5579 -0.8399 0.0 0.0 0.0
H 0.4824 3.4461 -4.3423 -0.1 0.0 -0.1
H 0.0689 4.8267 -3.2938 -0.1 0.0 -0.1
H 2.3731 5.1634 -3.8771 0.1 0.0 0.0
H 2.3382 4.5295 -2.2041 0.2 0.4 -0.1
H 2.7093 2.6310 -4.5237 0.0 0.1 -0.1
H 3.0526 2.4081 -2.8097 -0.1 -0.1 0.0
H 4.9891 2.9263 -3.8565 0.0 0.0 0.0
H -0.6676 -1.7465 -3.3621 0.2 -0.2 -0.1
H 0.2083 -0.2923 -3.7993 0.0 0.1 0.0
H 2.5612 -0.4755 -3.2173 0.0 -0.1 -0.1
H -0.6248 -3.0486 -1.7463 0.3 -0.1 -0.1
H -0.8671 -3.2714 -0.1361 0.0 -0.1 0.0
C -4.4580 -3.4535 -1.6597 0.0 0.0 -0.1
Br -3.5570 -2.3945 -2.9854 -0.1 0.1 0.0
Br -4.4872 -5.3135 -2.1473 0.0 0.0 0.0
Br -3.6930 -3.1894 0.0834 -0.2 0.0 0.1
H -5.4824 -3.1137 -1.6170 0.0 0.0 0.0
C -1.1530 -1.7352 6.5330 0.0 0.0 -0.1
Br -0.0654 -3.1490 7.2453 0.0 0.0 0.0
Br -3.0203 -2.0142 6.8972 0.0 0.0 0.0
Br -0.5686 -0.0086 7.1455 0.1 -0.1 0.1
H -1.0304 -1.7451 5.4583 0.0 0.0 0.0
C -4.7162 -4.8828 -6.0921 0.0 0.0 0.1
Br -5.8150 -3.6076 -7.0203 0.0 0.0 0.0
Br -4.9396 -6.6590 -6.7888 0.0 0.0 0.0
Br -2.8707 -4.3516 -6.0841 0.1 -0.1 -0.1
H -5.0443 -4.8992 -5.0623 0.0 0.0 0.0
C -2.2377 3.6497 6.7148 0.0 0.0 0.0
Br -3.7095 4.8831 6.7865 0.0 0.0 0.0
Br -2.3407 2.5057 5.1776 -0.1 0.1 -0.2
Br -0.5435 4.5551 6.8026 0.0 0.0 0.0
H -2.3067 3.0167 7.5880 0.0 0.0 0.0
C 5.5760 -0.3856 2.6908 -0.1 -0.1 0.0
Br 4.6747 0.0681 1.0583 0.0 0.0 -0.1
Br 7.3593 -1.0219 2.3646 0.0 0.0 0.0
Br 5.5622 1.0814 3.9365 0.0 0.0 0.0
H 5.0201 -1.1949 3.1426 0.0 0.0 0.0

(2)
54
Properties=species:S:1:pos:R:3:forces:R:3 method="wB97M-V/def2-TZVPD" de_lowest_kj_mol=0.0 homo_ev="-12.693 / -15.108" multiplicity=5 orbital_gap_ev="5.68 / 5.38" charge=+2 mol_weight_g_mol=650.9
C -0.1802 -4.1870 -0.1936 0.2 0.2 0.7
C 0.2274 -2.8643 -0.1012 -0.1 0.4 -0.1
C -0.3739 -1.9166 -0.9914 0.1 0.4 0.2
C -1.3626 -2.3337 -1.9030 -0.7 -0.4 -0.3
C -1.8017 -3.6670 -1.9166 0.9 0.3 0.6
C -1.2032 -4.5858 -1.0531 -0.1 -0.1 -0.7
C -1.9523 -1.3839 -2.9249 3.2 0.0 0.6
C -1.0426 -0.1914 -3.1578 -0.1 -0.1 0.3
C 0.0002 0.1236 -2.2328 -0.6 0.4 0.1
C 0.9079 1.1970 -2.5349 0.0 -0.2 0.3
C 0.7235 1.8947 -3.7256 0.1 -0.2 0.9
C -0.3455 1.6065 -4.5811 0.6 0.5 -0.6
C -1.2112 0.5763 -4.3091 -0.3 -0.8 0.0
H 0.3100 -4.9068 0.4712 -0.3 0.1 -0.4
H -2.5424 -3.9810 -2.6441 0.0 0.0 0.2
H -1.4704 -5.6415 -1.1135 0.0 0.3 0.1
H -1.9176 -1.9246 -3.8366 -0.1 -0.6 -1.1
H 1.4326 2.6894 -3.9369 -0.2 -0.1 -0.3
H -0.4246 2.1730 -5.5124 -0.1 -0.2 0.3
H -1.9908 0.2741 -5.0285 0.4 0.4 0.5
N 0.0171 -0.5536 -0.9953 -0.4 -1.7 -2.9
Pt 0.2395 0.4583 0.7086 -1.9 1.2 0.0
C 1.2693 -2.4751 0.9443 -0.4 -0.2 0.5
H 2.2024 -2.0372 0.5639 -0.3 -0.1 -0.1
H 1.5334 -3.3472 1.5518 0.1 -0.1 -0.3
C 2.0567 1.6102 -1.5882 -0.3 0.2 -0.3
H 2.7730 0.8111 -1.3185 -0.5 0.2 -0.1
H 2.6455 2.4104 -2.0548 -0.1 -0.1 0.0
P 0.4879 -1.2645 2.0897 1.8 -1.3 0.9
P 1.3070 2.2775 -0.0495 2.3 0.5 0.2
C 0.4524 3.8411 -0.3805 -0.4 -0.3 0.1
H -0.1079 4.1090 0.5277 0.1 0.0 -0.3
H 1.1559 4.6453 -0.6384 0.0 -0.3 0.1
H -0.2423 3.6860 -1.2177 0.1 0.1 0.3
C 2.5312 2.4521 1.2931 0.0 0.3 -0.1
H 3.1321 3.3602 1.2285 0.0 0.0 0.0
H 1.9426 2.4735 2.2276 0.4 0.1 -0.3
H 3.1883 1.5696 1.2997 -0.2 0.3 -0.1
C -0.9769 -2.0265 2.8501 -0.2 0.3 -0.1
H -0.6549 -2.8768 3.4795 -0.1 0.4 -0.3
H -1.4724 -1.2546 3.4710 0.2 -0.6 -0.3
H -1.6565 -2.3889 2.0581 0.2 0.2 0.4
C 1.6186 -0.6568 3.3561 0.0 -0.4 0.2
H 1.0623 0.0901 3.9444 0.4 -0.3 -0.1
H 1.9386 -1.4819 3.9951 0.1 0.1 0.2
H 2.4814 -0.1956 2.8557 -0.2 -0.2 0.3
C -1.2607 1.4230 1.8683 -2.7 -0.1 -0.4
O -2.0819 2.1786 1.4050 1.7 -0.9 0.9
H -2.9572 -1.1552 -2.7836 -1.8 0.7 0.6
O -1.2827 3.6192 3.6294 0.1 -0.7 0.1
Cl -1.7622 2.4111 4.2108 -0.6 0.9 1.9
O -1.1588 2.0829 5.4632 -0.5 0.0 -1.1
O -3.1671 2.2230 4.1045 1.0 -0.1 0.1
O -1.0365 1.0309 3.1262 -0.4 1.7 -1.5

(3)
51
Properties=species:S:1:pos:R:3:forces:R:3 method="wB97M-V/def2-TZVPD" de_lowest_kj_mol=53.0 homo_ev="-10.088 / -9.954" multiplicity=2 orbital_gap_ev="7.54 / 7.27" charge=+1 mol_weight_g_mol=421.5
Mn 0.2047 0.7961 0.3263 -0.2 0.6 0.9
N -2.0558 0.8949 0.0078 0.2 -0.4 0.1
C -2.7587 1.5018 1.1481 0.0 0.1 0.0
C -2.0602 2.8109 1.4760 0.0 -0.2 0.0
N -0.6304 2.5765 1.6908 0.3 0.2 -0.5
C -0.2074 2.4052 3.0859 0.0 -0.1 0.0
C 0.0338 0.9391 3.3928 0.0 0.0 0.1
N 0.9595 0.4202 2.3763 -0.4 0.0 -0.2
H -2.4585 -0.0083 -0.2190 -0.1 0.0 0.0
H -2.1825 1.4780 -0.8147 0.1 0.0 0.0
H -3.8177 1.6845 0.9463 0.0 0.0 0.0
H -2.6940 0.8136 1.9917 0.0 0.0 0.0
H -2.1751 3.4947 0.6319 0.0 0.0 0.0
H -2.5343 3.2792 2.3436 0.0 0.0 0.0
H -0.0867 3.3142 1.2628 0.0 0.1 0.1
H 0.7231 2.9565 3.2355 0.0 0.0 0.0
H -0.9396 2.8182 3.7856 0.0 0.0 -0.1
H 0.4046 0.8289 4.4162 0.0 0.0 0.0
H -0.8973 0.3748 3.3153 0.0 0.0 0.0
H 1.8445 0.9146 2.4266 0.0 0.0 -0.1
H 1.1606 -0.5603 2.5349 0.0 0.0 0.0
S 3.2746 3.4356 -1.6292 0.0 0.0 0.0
C 3.5181 3.6441 0.0454 0.0 0.0 0.0
C 2.6723 2.8693 0.7892 0.0 0.0 0.0
C 1.7794 2.0624 0.0134 0.0 -0.5 0.1
C 2.0205 2.2910 -1.3171 0.0 0.0 -0.2
C 1.2515 1.5940 -2.3256 0.1 0.1 0.1
C 1.4984 1.6283 -3.6997 0.0 0.0 -0.1
C 0.7103 0.8818 -4.5478 0.0 0.0 0.0
C -0.3162 0.1051 -4.0168 0.0 0.0 0.0
C -0.5017 0.1263 -2.6518 -0.1 0.0 0.0
N 0.2460 0.8526 -1.8155 0.0 0.1 0.4
H 4.2757 4.3279 0.3954 0.0 0.0 0.0
H 2.7102 2.8935 1.8732 0.0 0.0 0.0
H 2.3101 2.2318 -4.0825 0.0 0.0 0.0
H 0.8909 0.8961 -5.6144 0.0 0.0 0.0
H -0.9557 -0.4960 -4.6466 0.0 0.0 0.0
H -1.2905 -0.4610 -2.1947 0.0 0.0 0.0
N 0.2061 -1.2569 0.1828 0.0 0.0 -0.6
C 0.0310 -2.3809 0.0178 0.1 -0.1 0.1
C -0.1694 -3.7896 -0.1676 0.0 0.1 0.0
C -0.0358 -4.6492 0.9222 0.0 0.0 0.0
C -0.2211 -6.0072 0.7353 0.0 0.0 0.0
C -0.5327 -6.4982 -0.5264 0.0 0.0 0.0
C -0.6633 -5.6373 -1.6083 0.0 0.0 0.0
C -0.4815 -4.2767 -1.4355 0.0 0.0 -0.1
H 0.2090 -4.2529 1.8982 0.0 0.0 0.0
H -0.1203 -6.6831 1.5729 0.0 0.0 0.0
H -0.6715 -7.5615 -0.6681 0.0 0.0 0.0
H -0.9045 -6.0268 -2.5875 0.0 0.0 0.0
H -0.5724 -3.5958 -2.2712 0.0 0.0 0.0